Record 1
Molecular formula: C48H131N13O4
Method: DFT, ωB97M-V/def2-TZVPD

Each line ends with the Löwdin charge.
Positions of all 196 atoms, in Å:
N -31.91322 -7.52574 14.18362  0.36
H -30.92659 -7.61875 14.37855  0.15
H -31.95195 -7.01655 13.31223  0.16
H -32.30851 -6.92106 14.88947  0.15
H -32.37319 -8.42491 14.17778  0.17
N -25.50894 -2.03654 8.37558  0.35
H -25.58371 -2.92063 8.85818  0.14
H -26.25625 -1.43238 8.68638  0.16
H -25.51243 -2.31623 7.40508  0.15
H -24.58425 -1.64246 8.47432  0.16
N -31.11134 -3.22438 0.76447  0.35
H -31.21027 -2.30769 0.35217  0.16
H -31.67320 -3.90544 0.27398  0.17
H -31.44448 -3.02883 1.69768  0.16
H -30.14210 -3.50557 0.80456  0.16
N -28.92087 -7.60233 7.90467  0.36
H -28.18799 -7.37761 8.56230  0.15
H -28.67940 -8.50699 7.52601  0.13
H -28.92201 -6.92052 7.15953  0.15
H -29.80485 -7.62511 8.39268  0.16
N -29.10077 2.02516 2.83867  0.36
H -29.58464 1.89456 3.71555  0.16
H -29.74719 1.83690 2.08580  0.15
H -28.36329 1.33949 2.76075  0.15
H -28.82266 2.99193 2.74869  0.14
N -27.16349 -3.70464 14.32128  0.35
H -28.05371 -3.31258 14.04945  0.16
H -26.61314 -3.82398 13.48285  0.15
H -27.35537 -4.68597 14.46366  0.15
H -26.61083 -3.35830 15.09246  0.17
C -31.98501 -3.39290 7.87577  -0.03
C -31.60383 -2.17421 7.42744  -0.42
C -30.74093 -1.27246 8.33141  -0.41
O -29.99165 -0.33928 7.86484  -0.12
C -30.51993 -1.50154 9.63698  -0.06
C -31.15287 -2.63697 10.28777  -0.37
C -31.71622 -3.75895 9.31250  -0.37
O -31.80543 -4.91844 9.71285  -0.08
O -31.14195 -2.89279 11.52520  -0.10
O -31.95152 -1.85747 6.21230  -0.14
H -32.50648 -4.12784 7.28052  0.09
H -29.93130 -0.92622 10.33620  0.09
C -32.45068 -5.36538 18.50927  -0.08
C -33.97251 -5.64722 18.72067  -0.28
N -34.67497 -5.85100 17.46611  -0.20
C -35.96359 -6.60993 17.73624  -0.21
C -37.05754 -5.76174 18.42555  -0.08
C -34.91631 -4.56584 16.84429  -0.28
C -35.76323 -4.66685 15.55607  -0.08
H -32.01535 -6.34426 18.30833  0.05
H -32.07974 -4.95387 19.44798  0.08
H -32.15669 -4.73779 17.66797  0.04
H -33.99589 -6.52887 19.36118  0.11
H -34.51449 -4.98736 19.39813  0.11
H -35.69040 -7.39369 18.44278  0.10
H -36.38997 -7.09765 16.85963  0.10
H -36.62444 -5.32949 19.32758  0.07
H -37.90543 -6.34939 18.77750  0.08
H -37.48537 -4.92404 17.87480  0.07
H -35.38669 -3.89930 17.56718  0.11
H -33.95626 -4.10168 16.61858  0.10
H -35.69152 -3.76095 14.95415  0.07
H -35.35175 -5.46926 14.94377  0.06
H -36.84409 -4.75166 15.66858  0.07
C -31.71449 1.84267 16.60193  -0.11
C -32.19386 1.59049 18.02669  -0.24
N -31.49159 2.40286 19.06426  -0.18
C -32.06433 2.11046 20.39846  -0.25
C -31.65137 0.71649 20.80630  -0.11
C -31.26169 3.81663 18.70444  -0.26
C -30.12104 4.45584 19.50140  -0.09
H -32.01497 2.83324 16.26047  0.07
H -32.20842 1.19097 15.88122  0.06
H -30.66872 1.60853 16.40283  0.07
H -33.26920 1.73505 18.13088  0.11
H -31.99776 0.54199 18.25095  0.09
H -31.74894 2.82888 21.15509  0.11
H -33.14682 2.21445 20.47265  0.11
H -32.29177 -0.05930 20.38660  0.06
H -30.64419 0.50355 20.44805  0.07
H -31.65016 0.55927 21.88490  0.07
H -32.16739 4.41171 18.82143  0.11
H -31.01911 4.02986 17.66339  0.09
H -30.16321 4.30415 20.57996  0.06
H -30.15219 5.53370 19.34220  0.07
H -29.16855 4.10818 19.10139  0.07
C -27.36650 6.16634 4.88073  -0.09
C -27.56755 6.93636 3.53146  -0.23
N -27.44605 6.03319 2.33305  -0.18
C -28.04864 6.65259 1.10569  -0.26
C -29.55206 6.74532 1.18399  -0.09
C -26.03213 5.83147 2.04821  -0.27
C -25.67290 4.80583 0.90948  -0.08
H -27.46820 6.87074 5.70631  0.08
H -26.40701 5.65682 4.96943  0.05
H -28.14584 5.41105 4.98207  0.05
H -28.50233 7.48705 3.63640  0.10
H -26.84518 7.75259 3.53866  0.11
H -27.53457 7.57648 0.84063  0.13
H -27.89752 5.94858 0.28738  0.10
H -30.05100 5.78122 1.28242  0.06
H -29.87472 7.40352 1.99069  0.07
H -29.88699 7.19691 0.25019  0.08
H -25.51021 5.53879 2.95927  0.10
H -25.63114 6.77821 1.68627  0.11
H -25.72397 5.22620 -0.09490  0.07
H -26.31665 3.92757 0.95797  0.04
H -24.64697 4.47757 1.07622  0.07
C -41.46265 -5.36771 5.58706  -0.09
C -39.99103 -5.34433 5.15070  -0.27
N -39.33250 -4.05480 5.29482  -0.21
C -39.37332 -3.51473 6.67015  -0.22
C -38.57707 -4.32613 7.73623  -0.08
C -38.01380 -4.01413 4.70457  -0.28
C -38.03923 -3.96800 3.16202  -0.09
H -41.88908 -4.49639 5.09003  0.08
H -41.63498 -5.23869 6.65559  0.06
H -41.94041 -6.29488 5.27052  0.08
H -39.48140 -6.07102 5.78338  0.10
H -40.01723 -5.74772 4.13843  0.11
H -39.01173 -2.48744 6.62536  0.11
H -40.41421 -3.53076 6.99326  0.09
H -38.66854 -3.76140 8.66404  0.07
H -38.82817 -5.37805 7.87227  0.06
H -37.51879 -4.33054 7.47520  0.05
H -37.53061 -4.94489 5.00173  0.10
H -37.42014 -3.19476 5.10990  0.11
H -38.17089 -4.97703 2.77136  0.06
H -37.05532 -3.70782 2.77173  0.05
H -38.82188 -3.27599 2.85107  0.08
C -35.29165 2.50043 9.68788  -0.08
C -34.62270 3.50990 10.65769  -0.25
N -34.61364 4.89825 10.18135  -0.19
C -34.40313 5.83862 11.30113  -0.26
C -35.62513 5.86776 12.21905  -0.09
C -33.55187 5.12875 9.20155  -0.27
C -33.74271 6.41861 8.35486  -0.08
H -34.84259 2.43709 8.69670  0.06
H -36.34669 2.72896 9.53700  0.07
H -35.25868 1.52893 10.18102  0.07
H -35.04217 3.46495 11.66274  0.10
H -33.57939 3.20779 10.74900  0.10
H -34.23480 6.88900 11.06349  0.10
H -33.42128 5.64041 11.73099  0.11
H -35.51586 6.69753 12.91737  0.07
H -35.74290 4.98659 12.84973  0.05
H -36.55959 5.98096 11.66944  0.08
H -32.54032 5.02086 9.59299  0.11
H -33.69115 4.34336 8.45867  0.09
H -33.42887 7.27854 8.94657  0.06
H -33.07918 6.41324 7.49010  0.06
H -34.78143 6.56043 8.05644  0.08
C -28.58699 -12.35227 7.76143  -0.08
C -27.42555 -12.15744 6.74741  -0.22
N -27.71265 -11.08841 5.73780  -0.20
C -26.51378 -10.78291 4.93728  -0.26
C -25.39471 -10.14500 5.76410  -0.09
C -28.82985 -11.45296 4.85287  -0.26
C -29.44829 -10.25934 4.12642  -0.09
H -28.87241 -11.39572 8.19920  0.05
H -28.25315 -13.00077 8.57143  0.08
H -29.44422 -12.84108 7.29847  0.07
H -26.54394 -11.87307 7.32187  0.10
H -27.27907 -13.09206 6.20601  0.12
H -26.15841 -11.65543 4.38910  0.13
H -26.77369 -10.12139 4.11087  0.10
H -24.67270 -9.69920 5.07994  0.08
H -25.80485 -9.45565 6.50211  0.05
H -24.80260 -10.83615 6.36395  0.07
H -29.64736 -11.96420 5.36121  0.11
H -28.46038 -12.14182 4.09322  0.12
H -29.85303 -9.57679 4.87369  0.05
H -30.21797 -10.49531 3.39157  0.08
H -28.67995 -9.80923 3.49780  0.05
C -37.08429 -12.35050 3.42926  -0.09
C -35.98314 -13.07134 4.22291  -0.25
N -36.49649 -13.26499 5.61291  -0.18
C -35.68034 -14.28760 6.33914  -0.25
C -36.16103 -14.61556 7.76718  -0.09
C -36.74621 -12.00420 6.38471  -0.23
C -35.55394 -11.04113 6.47944  -0.10
H -38.05749 -12.82731 3.54603  0.08
H -36.78953 -12.39546 2.38084  0.07
H -37.18620 -11.29483 3.68080  0.06
H -35.82746 -14.05411 3.77790  0.11
H -35.06169 -12.48949 4.20118  0.09
H -35.84967 -15.20336 5.77273  0.11
H -34.61553 -14.10215 6.19809  0.10
H -35.96870 -13.81629 8.48291  0.06
H -37.20051 -14.94263 7.79154  0.08
H -35.60295 -15.49839 8.07905  0.07
H -37.04387 -12.28846 7.39402  0.09
H -37.55928 -11.40323 5.97745  0.10
H -35.69504 -10.31771 7.28246  0.07
H -35.36580 -10.52921 5.53570  0.06
H -34.64296 -11.60448 6.68156  0.06

Computed properties:
**Total energy**: -79415.2422 eV
**Relative energy (zero: lowest compared OMol25 entry of this formula, charge and spin)**: 170.0 kcal per mole
**HOMO-LUMO gap**: 2.5380 eV
**E_LUMO**: -9.394 eV
**Highest occupied orbital energy**: -0.438 hartree
**Charge**: +4

---

Record 2
Molecular formula: C15H32NO2P2Sn
Method: DFT, ωB97M-V/def2-TZVPD

Each line ends with the Löwdin charge.
Positions of all 53 atoms, in Å:
Sn 0.15816 -0.13490 0.57541  1.26
P -2.27880 0.04588 -0.08780  0.84
C -2.12347 0.78834 -1.76124  -0.23
C -0.74746 1.19124 -2.23935  -0.29
N 0.34985 0.98516 -1.48458  -0.02
C 1.57612 1.21497 -2.00316  -0.29
C 1.72733 1.85068 -3.22901  0.04
C 0.60426 2.12347 -4.00071  0.05
C -0.64467 1.77265 -3.49757  0.03
C 2.80883 0.77794 -1.24149  -0.23
P 2.56192 -0.66347 -0.13667  0.82
H -1.56603 1.94366 -4.05129  0.15
H 2.73726 2.08577 -3.55783  0.15
H 0.69711 2.59102 -4.97741  0.15
H 3.59287 0.48143 -1.95403  0.12
H 3.21386 1.61451 -0.64827  0.13
H -2.55284 0.07923 -2.43772  0.11
H -2.77339 1.68021 -1.76503  0.13
H -2.73876 -4.56991 -4.07165  0.02
O -1.79415 -4.54978 -4.18801  -0.06
H -1.62597 -3.72784 -4.68065  0.03
H -1.57379 -4.82191 1.05662  0.06
O -1.24864 -3.92343 1.01621  -0.06
H -0.35669 -3.99749 0.63128  0.04
C 2.86808 -2.09906 -1.19250  -0.20
H 3.63659 -1.86215 -1.94263  0.09
H 3.20470 -2.94424 -0.57535  0.08
H 1.93916 -2.38182 -1.70800  0.07
C 3.85804 -0.58249 1.13495  -0.18
H 3.79142 -1.48264 1.76773  0.08
H 4.85671 -0.53814 0.66924  0.10
H 3.71702 0.30659 1.77214  0.07
C -3.29681 1.25208 0.81761  -0.18
H -4.36228 1.07264 0.59785  0.10
H -3.13280 1.16187 1.90269  0.06
H -3.02867 2.27244 0.50163  0.08
C -3.22387 -1.48445 -0.27006  -0.21
H -3.34320 -1.96164 0.71222  0.08
H -4.21247 -1.26980 -0.70237  0.09
H -2.67984 -2.18990 -0.91366  0.07
C 0.36831 0.06466 4.04333  -0.07
C -0.26259 1.23616 3.29197  -0.54
C -0.29068 2.47263 4.19480  -0.05
C 0.49035 1.51674 1.97715  -0.27
H 1.41462 0.29053 4.29736  0.10
H 0.35140 -0.86917 3.46396  0.06
H -0.18418 -0.10146 4.97780  0.11
H -1.30510 0.97602 3.03489  0.10
H 0.73368 2.77770 4.44116  0.10
H -0.79851 3.31515 3.71345  0.09
H -0.81581 2.23696 5.12675  0.10
H 0.12509 2.41852 1.47619  0.08
H 1.57876 1.55883 2.12364  0.06

Computed properties:
**Total energy**: -46041.2627 eV
**HOMO-LUMO gap**: 5.6347 eV
**E_LUMO**: -12.228 eV
**Highest occupied orbital energy**: -0.656 hartree
**Charge**: +3

---

no.,largest force on an atom (eV Å⁻¹)
1,6.0
2,2.4